Here is C37H40BrN9NiOS6Se as an isolated structure from the Open Molecules 2025 dataset. Energies are from the ωB97M-V functional and the def2-TZVPD basis.

Properties
Kohn-Sham gap (spin up / spin down): 7.102 / 7.203 eV
Energy: -295921.570 eV
Spin multiplicity: 3
Total charge: 0
LUMO (spin up / spin down): -0.11 / -0.10 eV
⟨S²⟩: 2.01
HOMO (spin up / spin down): -7.2 / -7.3 eV
Strongest force on any atom: 0.4 eV/Å

Last column: Mulliken spin population.
Cartesian coordinates (Å):
Ni  -0.141  0.703  -0.120  1.561
Br  4.150  -4.423  -0.205  0.000
C  4.568  -3.111  1.094  -0.002
C  5.810  -2.502  1.081  0.000
C  6.096  -1.535  2.034  0.000
C  5.138  -1.150  2.960  0.000
C  3.905  -1.800  2.981  0.001
C  3.620  -2.781  2.051  0.005
N  5.539  -0.181  3.952  -0.001
N  4.785  0.739  4.310  0.001
C  3.558  0.988  3.627  -0.003
C  2.436  1.096  4.410  0.004
C  1.152  1.089  3.857  -0.006
C  0.965  1.009  2.481  -0.008
O  -0.198  0.855  1.933  0.116
C  2.143  1.099  1.649  -0.023
N  1.939  1.151  0.299  0.080
C  2.991  1.196  -0.483  -0.005
C  4.311  1.247  -0.006  0.005
C  4.528  1.201  1.337  -0.005
C  3.430  1.085  2.217  0.003
H  6.547  -2.782  0.342  0.000
H  7.066  -1.054  2.053  0.000
H  3.157  -1.530  3.713  0.000
H  2.656  -3.270  2.052  -0.004
H  2.569  1.095  5.485  0.000
H  0.277  1.091  4.494  0.000
H  2.819  1.201  -1.547  -0.002
H  5.130  1.321  -0.707  0.001
H  5.534  1.264  1.733  0.000
C  -1.935  3.479  2.849  -0.002
N  -2.741  3.760  1.666  0.004
C  -4.052  4.181  1.675  0.000
C  -4.400  4.417  0.393  0.003
N  -3.293  4.137  -0.384  0.005
C  -3.194  4.392  -1.808  0.002
C  -2.277  3.732  0.404  0.011
Se  -0.541  3.307  -0.103  0.039
H  -2.614  3.316  3.684  0.000
H  -1.278  4.324  3.049  0.000
H  -1.336  2.588  2.666  0.000
H  -4.627  4.229  2.582  0.000
H  -5.327  4.748  -0.034  0.001
H  -4.147  4.164  -2.281  0.000
H  -2.407  3.765  -2.219  0.002
H  -2.939  5.437  -1.986  -0.001
C  -1.479  0.564  -2.965  -0.015
C  -1.458  0.577  -4.514  0.003
N  -0.087  0.582  -5.020  0.000
C  0.625  -0.566  -4.465  0.002
C  0.645  -0.513  -2.917  -0.001
N  -0.103  0.669  -2.426  0.025
C  0.498  1.895  -3.008  0.004
C  0.557  1.803  -4.551  0.003
H  -1.919  -0.355  -2.582  0.001
H  -2.060  1.387  -2.543  0.009
H  -1.967  1.457  -4.912  -0.001
H  -1.969  -0.304  -4.907  0.000
H  1.640  -0.565  -4.867  0.000
H  0.134  -1.475  -4.814  0.000
H  1.664  -0.464  -2.532  0.001
H  0.183  -1.397  -2.480  0.007
H  1.489  2.033  -2.590  0.000
H  -0.100  2.741  -2.674  -0.001
H  1.589  1.810  -4.909  0.000
H  0.046  2.653  -5.005  0.000
N  -0.508  -1.789  2.380  -0.001
C  -0.045  -2.462  1.326  0.001
S  0.793  -1.682  0.082  0.081
N  -0.196  -3.805  1.354  0.005
C  0.050  -4.721  0.298  0.005
C  0.740  -5.889  0.586  0.002
C  0.962  -6.826  -0.412  0.000
C  0.502  -6.591  -1.699  0.000
C  -0.200  -5.424  -1.975  0.001
C  -0.439  -4.491  -0.981  -0.008
H  -0.514  -0.764  2.298  -0.005
H  -1.199  -2.216  2.979  0.000
H  -0.451  -4.215  2.241  -0.001
H  1.118  -6.057  1.587  0.000
H  1.506  -7.732  -0.184  0.000
H  0.683  -7.315  -2.481  0.000
H  -0.582  -5.246  -2.972  0.000
H  -1.011  -3.595  -1.181  0.002
C  -5.527  1.501  -2.047  0.001
S  -5.563  -0.115  -1.235  0.001
C  -4.946  0.317  0.343  0.022
C  -3.670  0.143  0.762  0.003
S  -2.318  -0.499  -0.101  0.066
S  -3.424  0.521  2.454  0.001
C  -5.009  1.069  2.852  0.000
S  -5.402  1.715  4.322  -0.001
S  -6.089  0.909  1.531  0.003
H  -5.920  1.364  -3.053  0.000
H  -4.497  1.850  -2.106  0.000
H  -6.144  2.225  -1.517  0.000